1.
21
Properties=species:S:1:pos:R:3:mulliken_charge:R:1 method="wB97M-V/def2-TZVPD" e_tot_ev=-7485.6234 charge=0 relative_energy_kcal_mol=15.47 fmax_ev_per_a=0.3 lumo_ev=1.13 gap_ev=11.3850
C -0.0033 1.5168 0.7031 -1.581
C -0.0616 0.6797 -0.5740 0.328
C -1.0971 -0.4752 -0.5125 0.228
C -2.3840 -0.3132 0.2759 -1.528
C 0.0381 -1.3904 0.0115 -0.880
C 1.0349 -0.4095 -0.6610 0.236
C 2.4167 -0.0606 -0.1253 -1.496
H 0.8841 2.1612 0.7183 0.362
H 0.0278 0.8955 1.6083 0.325
H -0.8881 2.1592 0.7740 0.355
H -0.1069 1.3472 -1.4457 0.338
H -1.3342 -0.7740 -1.5416 0.310
H -2.1878 -0.0542 1.3225 0.307
H -3.0084 0.4788 -0.1550 0.336
H -2.9656 -1.2415 0.2627 0.408
H 0.0458 -2.4395 -0.3067 0.356
H 0.0997 -1.3571 1.1077 0.264
H 1.1332 -0.7149 -1.7124 0.304
H 2.7278 0.8968 -0.5763 0.311
H 2.4261 0.0728 0.9663 0.309
H 3.1768 -0.8100 -0.3904 0.406

2.
17
Properties=species:S:1:pos:R:3:mulliken_charge:R:1 method="wB97M-V/def2-TZVPD" e_tot_ev=-27022.6354 charge=-1 relative_energy_kcal_mol=43.77 fmax_ev_per_a=3.7 lumo_ev=3.38 gap_ev=7.4906
C -3.6343 -2.2207 -0.2803 -0.545
C -3.6752 -1.0358 -0.4021 -0.280
C 0.8682 -1.4228 -0.1134 0.579
C 2.0549 1.9295 0.9105 -0.899
C 0.0594 -0.2674 0.1723 -0.135
O 0.9442 -2.5282 0.4502 -0.717
O 1.7201 -1.2573 -1.1685 -0.543
O -0.5194 2.1714 0.0209 -0.661
O 1.1575 1.3096 -1.5626 -0.771
F -0.5568 -0.1814 1.4197 -0.282
S 0.6108 1.3308 -0.1983 1.114
H -3.6230 -3.2488 -0.2870 0.407
H 1.4213 -0.3902 -1.6491 0.438
H -3.5786 0.0229 -0.3590 0.419
H 2.8052 1.2455 0.4502 0.254
H 2.3605 2.9247 0.6295 0.328
H 1.5854 1.6181 1.9670 0.296

3.
60
Properties=species:S:1:pos:R:3:mulliken_charge:R:1 method="wB97M-V/def2-TZVPD" e_tot_ev=-62133.8628 charge=-1 relative_energy_kcal_mol=6.12 fmax_ev_per_a=1.8 lumo_ev=1.80 gap_ev=4.6754
C -7.8118 0.5314 2.5410 -1.093
C -6.3244 0.1989 2.3552 -0.330
O -6.1026 -0.7950 1.3908 -0.423
C -6.1222 -0.3060 0.0511 -0.703
C -4.7077 -0.1194 -0.5099 -0.660
C -4.2825 -1.1436 -1.5742 -0.705
C -3.0963 -2.0596 -1.1595 -0.834
C -1.8214 -1.9420 -2.0408 -1.494
C -0.6119 -1.6266 -1.1756 0.221
C -0.1715 -2.7270 -0.4031 -0.836
C 0.8777 -2.5781 0.4663 -0.022
O 1.2982 -3.6310 1.2516 -0.566
C 1.5504 -1.3359 0.5844 0.120
N 2.6177 -1.2658 1.4356 -0.493
C 3.2157 -0.1185 1.5428 0.380
P 4.7085 -0.1164 2.6360 -0.062
C 4.3669 1.0182 4.0485 -1.047
C 6.1407 0.5175 1.6710 -0.877
C 2.7330 1.0042 0.7842 -0.139
I 3.7294 2.8397 0.9730 0.113
N 1.7574 0.9707 -0.0584 -0.335
C 1.1313 -0.2355 -0.1730 0.655
C 0.0311 -0.3926 -1.0890 0.180
P -0.5388 0.9596 -2.1420 0.978
O 0.1391 2.2445 -1.9860 -0.715
O -2.1176 1.1133 -1.9746 -0.392
O -0.4686 0.4120 -3.6456 -0.571
H -8.0892 1.3654 1.8994 0.289
H -8.3964 -0.3336 2.2452 0.277
H -8.0249 0.8180 3.5643 0.377
H -5.7780 1.1126 2.1092 0.292
H -5.9227 -0.1478 3.3029 0.400
H -6.6859 -0.9974 -0.5657 0.398
H -6.6145 0.6648 0.0601 0.314
H -4.6728 0.8674 -0.9706 0.296
H -3.9798 -0.0840 0.2953 0.405
H -4.0246 -0.6634 -2.5098 0.426
H -5.1337 -1.7968 -1.7558 0.509
H -2.8342 -1.8064 -0.1369 0.505
H -3.4433 -3.0871 -1.1462 0.394
H -1.9471 -1.2492 -2.8585 0.733
H -1.6205 -2.9331 -2.4376 0.515
H -0.6850 -3.6696 -0.5024 0.458
H 1.8507 -4.1909 0.6984 0.323
H 3.5326 1.6949 3.8860 0.346
H 4.0950 0.3889 4.8907 0.327
H 5.2574 1.5700 4.3292 0.359
H 5.9916 0.4248 0.5888 0.268
H 6.3333 1.5694 1.8571 0.261
H 7.0028 -0.0835 1.9309 0.459
H -2.2845 1.7033 -1.2329 0.308
H 0.3700 -0.0488 -3.7677 0.420
C 6.6566 2.8871 -2.2742 -0.807
C 7.2431 1.4640 -2.1093 -0.501
O 6.6915 0.8183 -1.0650 -0.806
H 6.8429 3.4830 -1.3761 0.159
H 7.1042 3.4226 -3.1305 0.378
H 5.5777 2.8368 -2.4409 0.146
H 8.3588 1.6082 -2.0627 0.220
H 7.1092 0.9750 -3.1144 0.201

4.
35
Properties=species:S:1:pos:R:3:mulliken_charge:R:1 method="wB97M-V/def2-TZVPD" e_tot_ev=-82211.2718 charge=-1 fmax_ev_per_a=2.2 lumo_ev="2.54 / 2.54" gap_ev="3.5715 / 3.5723"
C 0.0510 0.7039 -3.2429 -0.056
C -0.1530 -0.0077 -4.3775 -0.751
C -0.4867 -1.3780 -4.5141 0.147
C -0.8258 -2.3079 -3.4965 -0.480
C -0.8327 -2.0628 -2.1749 -0.370
Zn 0.2622 -0.5697 -1.8870 -0.737
P -0.1709 2.0810 -0.9221 0.031
H 0.2538 1.7801 -3.3344 0.225
H -0.1025 0.5422 -5.3366 0.169
H -0.5433 -1.7370 -5.5459 0.225
H -1.1693 -2.7976 -1.4336 0.289
H -1.1937 -3.2790 -3.8841 0.184
H -1.4169 2.2685 -0.2540 -0.020
H -0.2490 3.1862 -1.7995 0.075
H 0.8046 2.6172 -0.0374 0.000
C -1.7735 -1.1265 1.0526 -1.213
N -0.8029 -0.3278 1.8015 0.210
C -1.3814 0.7139 2.6584 -1.270
C 0.4987 -0.3399 1.4572 -0.057
S 1.1121 -1.3434 0.2118 -0.178
N 1.3716 0.4588 2.1569 0.345
C 1.3663 0.3870 3.6340 -1.137
C 2.7268 0.5928 1.6089 -1.218
H -2.7160 -1.1279 1.6069 0.495
H -1.4100 -2.1566 0.9391 0.329
H -1.9485 -0.7226 0.0423 0.325
H -1.5164 0.3384 3.6878 0.322
H -0.7431 1.6122 2.6803 0.397
H -2.3727 0.9876 2.2645 0.494
H 2.3173 -0.0634 3.9835 0.382
H 1.3005 1.4106 4.0463 0.283
H 0.5220 -0.2203 4.0099 0.407
H 3.2707 -0.3686 1.6510 0.403
H 2.6836 0.9133 0.5585 0.327
H 3.2670 1.3430 2.1892 0.423

5.
9
Properties=species:S:1:pos:R:3:mulliken_charge:R:1 method="wB97M-V/def2-TZVPD" e_tot_ev=-19452.6399 charge=+1 relative_energy_kcal_mol=38.13 fmax_ev_per_a=6.0 lumo_ev=-8.98 gap_ev=5.7795
Sn -1.1722 -1.1827 0.7276 1.696
B 1.9261 -0.8015 -0.8708 0.625
F 2.6987 0.3320 -0.8091 -0.354
F 2.3740 -1.6044 -1.8369 -0.309
F 1.8944 -1.4299 0.3636 -0.398
F 0.7218 -0.2697 -1.1755 -0.366
O -2.6898 1.2908 1.2815 -0.566
H -3.1503 1.5896 0.4973 0.346
H -2.6027 2.0758 1.8223 0.326